No. 1
A structure of composition C21H23MnN3O2. Source: OMol25; level of theory: ωB97M-V with the def2-TZVPD basis set.

Calculated values
lowest unoccupied orbital energy (spin up / spin down): -5.155 / -5.558 eV
relative energy (zero: lowest compared OMol25 entry of this formula, charge and spin): 0.0000 eV
⟨S²⟩: 8.75
E_HOMO (spin up / spin down): -14.9348 / -14.9293 eV
strongest force on any atom: 0.55 eV/A
orbital gap (spin up / spin down): 9.78 / 9.37 eV
DFT total energy: -2279.35329 a.u.

ORCA input file:
```
! wB97M-V def2-TZVPD RIJCOSX def2/J DEFGRID3
* xyz 2 6
Mn 0.41 -0.77 -0.35
O -0.25 -2.32 -1.87
C -0.72 -3.54 -1.29
C -0.16 -3.72 0.10
C -0.40 -4.90 0.79
C 0.12 -5.05 2.06
C 0.88 -4.02 2.61
C 1.07 -2.88 1.86
N 0.56 -2.73 0.62
H 0.40 -2.51 -2.56
H -0.45 -4.38 -1.92
H -1.81 -3.49 -1.25
H -0.98 -5.69 0.33
H -0.05 -5.97 2.61
H 1.31 -4.11 3.59
H 1.65 -2.07 2.26
O 1.61 0.35 1.20
C 2.18 1.62 0.76
C 3.53 1.42 0.10
C 3.47 0.45 -1.08
C 2.46 0.86 -2.12
C 2.76 1.81 -3.08
C 1.80 2.18 -4.00
C 0.54 1.59 -3.95
C 0.31 0.65 -2.97
N 1.24 0.29 -2.06
H 2.18 -0.02 1.89
H 2.25 2.29 1.62
H 1.45 2.03 0.07
H 4.24 1.05 0.83
H 3.89 2.40 -0.22
H 3.23 -0.55 -0.73
H 4.46 0.38 -1.55
H 3.75 2.24 -3.11
H 2.02 2.92 -4.76
H -0.23 1.84 -4.66
H -0.65 0.16 -2.89
N -1.31 0.27 0.17
C -2.05 0.99 0.69
C -3.00 1.85 1.32
C -4.34 1.45 1.39
C -5.25 2.29 2.00
C -4.84 3.50 2.53
C -3.50 3.89 2.46
C -2.58 3.07 1.85
H -4.65 0.50 0.96
H -6.29 2.00 2.06
H -5.56 4.15 3.00
H -3.19 4.84 2.88
H -1.54 3.36 1.79
*
```

***

No. 2
The ion C4H11N3 with charge -1. Source: OMol25; level of theory: ωB97M-V with the def2-TZVPD basis set.

Calculated values
lowest unoccupied orbital energy (spin up / spin down): 3.626 / 3.579 eV
relative energy (zero: lowest compared OMol25 entry of this formula, charge and spin): 0.6654 eV
⟨S²⟩: 0.75
E_HOMO (spin up / spin down): 1.1909 / -5.0870 eV
strongest force on any atom: 1.13 eV/A
orbital gap (spin up / spin down): 2.44 / 8.67 eV
DFT total energy: -323.20318 a.u.

ORCA input file:
```
! wB97M-V def2-TZVPD RIJCOSX def2/J DEFGRID3
* xyz -1 2
C -1.88 0.31 -0.85
C -0.51 -0.33 -1.17
C 0.16 -0.78 0.13
N 2.53 -0.78 1.68
C 1.66 0.27 1.54
N 0.61 0.42 0.83
N -2.34 1.07 -2.01
H -1.70 1.04 -0.07
H -2.62 -0.46 -0.58
H -0.70 -1.12 -1.89
H 0.01 0.51 -1.64
H 0.96 -1.51 0.03
H -0.66 -1.27 0.67
H 2.19 -1.72 1.83
H 3.36 -0.54 2.23
H 2.03 1.16 2.05
H -3.01 1.79 -1.88
H -2.55 0.52 -2.81
*
```

***

No. 3
The ion C9H6NO4 with charge -1. Source: OMol25; level of theory: ωB97M-V with the def2-TZVPD basis set.

Calculated values
lowest unoccupied orbital energy: 3.311 eV
relative energy (zero: lowest compared OMol25 entry of this formula, charge and spin): 1.6144 eV
E_HOMO: -3.4290 eV
strongest force on any atom: 3.19 eV/A
orbital gap: 6.74 eV
DFT total energy: -702.31616 a.u.
SMILES: O=C1OC([O-])=C[C@H]1Oc1ccncc1

ORCA input file:
```
! wB97M-V def2-TZVPD RIJCOSX def2/J DEFGRID3
* xyz -1 1
O 1.89 2.99 1.13
C 0.76 2.56 1.16
O -0.33 3.43 1.34
C -1.50 2.65 1.66
O -2.53 3.23 1.90
C -1.14 1.24 1.53
C 0.28 1.09 1.24
O 0.45 0.68 -0.16
C 0.34 -0.62 -0.63
C 1.13 -1.69 -0.18
C 0.98 -2.91 -0.84
N 0.16 -3.13 -1.86
C -0.46 -2.07 -2.35
C -0.41 -0.81 -1.80
H -1.88 0.47 1.30
H 0.94 0.39 1.84
H 1.85 -1.52 0.64
H 1.55 -3.76 -0.52
H -1.09 -2.26 -3.21
H -0.97 0.04 -2.19
*
```

***

Question: The lowest strongest force on any atom belongs to which entry?
Answer: C21H23MnN3O2